ORCA calculation (wB97M-V/def2-TZVPD) on the ion C7H15N6O2 with charge +1 in a non-equilibrium geometry.

Summary:
M = 215.24 g mol⁻¹
E_HOMO = -12.9 eV
Energy relative to the best compared isomer or geometry (same formula, charge and spin) = 829.5 kJ/mol
Charge = +1
Structure (SMILES) = CN1N(C)[C@]2(C)N(ON=O)[C@]2(C)N=[N+]1C
Gap between HOMO and LUMO = 8.19 eV

Each line ends with the Löwdin charge.
Atoms and positions in Å:
C -0.0195 1.2488 -0.2832  -0.3653
C 0.6429 0.8875 0.9869  -0.3841
C -0.5516 2.6456 -0.4703  0.0481
C 0.9406 1.9590 2.1274  0.0698
C -0.4818 -0.2127 -2.2844  -0.0149
C -2.1037 -1.6634 -0.4428  -0.0031
C -0.0119 -2.5519 1.3611  0.0349
N 1.4414 1.1531 -0.2180  0.0508
N 3.3368 -0.1963 -0.3811  0.0801
N -0.7439 0.2106 -0.9028  -0.0561
N -0.9218 -0.9072 -0.1041  -0.0700
N -0.0182 -1.2637 0.7900  -0.0998
N 0.6463 -0.3914 1.3585  0.2087
O 1.9762 0.1172 -0.8623  -0.0998
O 3.7870 -1.0727 -1.0470  0.0948
H -0.5713 2.9996 -1.5379  0.1269
H 0.1225 3.2522 0.0603  0.0574
H -1.4416 2.7600 0.0461  0.0759
H 0.0197 2.2595 2.6134  0.0931
H 1.2654 2.7860 1.5193  0.0697
H 1.7430 1.5574 2.6914  0.0794
H 0.1464 0.4309 -2.8016  0.0673
H -0.0117 -1.2545 -2.4111  0.1272
H -1.5838 -0.2171 -2.6437  0.1259
H -2.5316 -2.4485 0.2492  0.1214
H -2.9629 -1.0322 -0.4840  0.1023
H -2.0148 -2.2055 -1.3631  0.0868
H -0.9513 -2.8024 1.9086  0.1258
H -0.0322 -3.3794 0.5861  0.1364
H 0.8854 -2.6683 1.9388  0.1103



ORCA calculation (wB97M-V/def2-TZVPD) on a cluster of 7 separate species, C32H73BClO11 in total in a non-equilibrium geometry.

Summary:
M = 680.19 g mol⁻¹
E_HOMO = -5.6 eV
Charge = -1
Gap between HOMO and LUMO = 7.67 eV

Each line ends with the Löwdin charge.
Atoms and positions in Å:
C -1.9792 -1.6519 0.7360  -0.1414
C -2.9365 -0.4397 0.1624  -0.2545
C -2.6923 1.0148 0.8971  -0.2233
C -1.1761 1.6071 0.7731  -0.2014
B -1.0414 3.0401 -0.0421  -1.1064
Cl 0.6142 3.7642 0.5455  0.5305
C -2.1589 4.1365 0.4441  -0.1985
C -3.4775 4.3037 -0.4996  -0.2263
C -3.6509 5.7605 -1.2305  -0.1674
C -2.2703 6.4658 -1.7447  -0.1741
O -2.2475 7.8390 -1.1752  -0.1261
C -0.8718 8.2930 -0.9166  -0.2994
C 0.0608 7.5656 0.2194  -0.0298
O -0.4324 9.3530 -1.6170  -0.0506
C -0.8742 2.8559 -1.6638  -0.0814
C 0.2197 1.7361 -2.1425  -0.2343
O 1.2779 1.2906 -1.4682  -0.0071
O 0.0444 1.1810 -3.5259  -0.0665
C 0.7501 2.1609 -4.4170  -0.2373
C -0.0638 3.1843 -5.4527  -0.0210
O 2.1120 2.1780 -4.4028  -0.0356
H -1.3210 -1.2394 1.6364  0.0872
H -1.2992 -1.9958 -0.1674  0.0658
H -2.6300 -2.5899 1.0794  0.0717
H -4.0551 -0.7535 0.4371  0.0781
H -2.9240 -0.3294 -1.0097  0.1000
H -2.8873 0.8231 2.0593  0.1126
H -3.5506 1.7225 0.5406  0.0917
H -0.4921 0.7488 0.3681  0.0909
H -0.7904 1.8330 1.8801  0.1023
H -2.5231 3.7873 1.5260  0.1160
H -1.6046 5.1742 0.6372  0.0708
H -3.6306 3.4840 -1.3203  0.0945
H -4.4195 4.1973 0.2282  0.1093
H -4.3186 5.5694 -2.1984  0.1084
H -4.2854 6.4638 -0.5303  0.1188
H -1.2884 5.8581 -1.5656  0.1088
H -2.3608 6.6205 -2.9250  0.1356
H -0.5270 7.2122 1.1754  0.0957
H 0.5078 6.5855 -0.2769  0.0655
H 0.9802 8.2723 0.5012  0.1073
H -0.4786 3.9026 -2.0804  0.1174
H -1.8622 2.6358 -2.2528  0.1113
H 0.4162 4.2591 -5.3109  0.1003
H 0.1515 2.8109 -6.5483  0.0933
H -1.2038 3.2770 -5.2052  0.0872
C 5.6939 5.6544 -2.4187  -0.0760
C 4.5537 5.0195 -1.6387  -0.4997
C 4.0819 3.7322 -2.2959  -0.0616
O 3.4657 5.9369 -1.5620  -0.0663
H 5.3769 5.9135 -3.4352  0.0770
H 6.0149 6.5864 -1.9411  0.0742
H 6.5529 4.9793 -2.4822  0.0746
H 4.8798 4.8115 -0.6138  0.1401
H 3.7077 3.9232 -3.3080  0.0682
H 3.2530 3.2929 -1.7306  0.0706
H 4.8925 2.9994 -2.3556  0.0804
H 3.1695 6.1274 -2.4676  0.0897
C -0.9162 -3.7599 -4.2634  -0.0688
C -1.6727 -2.4552 -4.4556  -0.5001
C -1.1154 -1.6584 -5.6245  -0.0683
O -1.5801 -1.6759 -3.2659  -0.0671
H 0.1410 -3.5715 -4.0450  0.0819
H -1.3201 -4.3170 -3.4112  0.0793
H -0.9816 -4.3894 -5.1562  0.0746
H -2.7338 -2.6667 -4.6270  0.1375
H -0.0652 -1.3955 -5.4543  0.0816
H -1.6614 -0.7164 -5.7432  0.0787
H -1.1868 -2.2248 -6.5581  0.0744
H -0.6412 -1.4833 -3.1059  0.0866
C 5.2556 -0.3940 0.2506  -0.0684
C 4.1154 -1.0289 1.0306  -0.5020
C 3.6437 -2.3162 0.3734  -0.0614
O 3.0274 -0.1115 1.1073  -0.0500
H 4.9386 -0.1349 -0.7659  0.0819
H 5.5766 0.5379 0.7283  0.0790
H 6.1146 -1.0691 0.1871  0.0723
H 4.4415 -1.2369 2.0555  0.1343
H 3.2695 -2.1253 -0.6387  0.0860
H 2.8147 -2.7555 0.9387  0.0585
H 4.4542 -3.0490 0.3137  0.0762
H 2.7312 0.0790 0.2017  0.0723
C 1.3220 -6.2242 0.9430  -0.0644
C 0.7653 -5.0251 1.6940  -0.4988
C 1.2113 -5.0257 3.1475  -0.0635
O -0.6585 -5.0516 1.6368  -0.0645
H 0.9673 -7.1623 1.3845  0.0765
H 0.9828 -6.2173 -0.0984  0.0782
H 2.4163 -6.2243 0.9550  0.0787
H 1.0956 -4.1006 1.2080  0.1219
H 0.8527 -5.9213 3.6672  0.0781
H 0.7931 -4.1639 3.6787  0.0852
H 2.3023 -4.9898 3.2257  0.0641
H -0.9608 -5.8692 2.0662  0.0875
C 3.4394 -5.9850 7.0079  -0.0652
C 4.1047 -6.6926 5.8382  -0.5044
C 5.4668 -7.2452 6.2268  -0.0704
O 4.2576 -5.7765 4.7572  -0.0674
H 4.0428 -5.1353 7.3466  0.0823
H 2.4655 -5.5817 6.7102  0.0794
H 3.2931 -6.6676 7.8507  0.0788
H 3.4628 -7.5083 5.4880  0.1395
H 6.1421 -6.4402 6.5378  0.0806
H 5.9391 -7.7409 5.3719  0.0795
H 5.3814 -7.9656 7.0462  0.0782
H 4.8263 -5.0486 5.0590  0.0966
C -8.4180 -2.2083 2.7802  -0.0749
C -7.1823 -1.6230 2.1154  -0.5040
C -7.0337 -2.1203 0.6863  -0.0637
O -6.0258 -1.9868 2.8646  -0.0597
H -8.3566 -3.3014 2.8282  0.0776
H -8.5053 -1.8515 3.8121  0.0777
H -9.3268 -1.9331 2.2362  0.0764
H -7.2449 -0.5294 2.1199  0.1417
H -6.9233 -3.2102 0.6600  0.0812
H -6.1336 -1.7006 0.2244  0.0632
H -7.9010 -1.8423 0.0794  0.0785
H -5.9620 -2.9564 2.8660  0.0911



ORCA calculation (wB97M-V/def2-TZVPD) on a structure of composition C23H67MgO11 in a non-equilibrium geometry.

Summary:
M = 544.08 g mol⁻¹
E_HOMO = -11.3 eV
Charge = +1
Gap between HOMO and LUMO = 6.46 eV

Each line ends with the Löwdin charge.
Atoms and positions in Å:
Mg -27.4626 28.9886 15.0424  1.1332
C -30.5768 27.2352 13.4510  -0.0245
C -29.2113 27.5669 12.8374  -0.5241
C -29.2734 28.9137 12.0946  -0.0638
O -28.1496 27.5900 13.7704  -0.3333
H -30.8559 28.1146 14.0315  0.0494
H -30.4376 26.4065 14.1452  0.0836
H -31.3012 27.1168 12.6452  0.0714
H -29.0026 26.8219 12.0696  0.1189
H -30.2431 28.8845 11.5976  0.0609
H -28.4819 29.1059 11.3702  0.0570
H -29.4004 29.7522 12.7793  0.0627
C -29.4655 32.1490 10.2529  -0.0599
C -30.5374 32.7249 11.2326  -0.2764
O -31.5907 33.3935 10.4928  -0.0834
H -29.7254 31.1647 9.8634  0.0530
H -28.4904 32.0298 10.7252  0.0488
H -29.4978 32.8426 9.4127  0.0815
H -30.1004 33.4144 11.9549  0.1034
H -31.0094 31.9027 11.7704  0.0811
H -32.4024 33.3087 10.9985  0.0792
C -32.3735 30.6167 15.7142  -0.0935
C -32.3533 30.9469 14.2848  -0.3658
O -33.6111 30.8660 13.6413  -0.0608
H -32.9003 29.6769 15.8799  0.0850
H -32.9430 31.4012 16.2126  0.0928
H -31.3234 30.5980 16.0059  0.0646
H -31.6765 30.2584 13.7789  0.0801
H -31.8801 31.9254 14.2025  0.1130
H -33.9454 29.9724 13.7475  0.0223
C -30.1834 28.7024 18.1106  -0.0484
C -29.6532 27.9892 16.8432  -0.2517
O -28.2528 28.1799 16.6992  -0.1275
H -29.8212 28.2180 19.0174  0.0808
H -31.2723 28.7308 18.1509  0.0864
H -29.8466 29.7351 18.2006  0.0799
H -30.0839 28.5169 15.9922  0.0821
H -29.9722 26.9526 16.7349  0.1345
H -27.8607 27.7761 17.4769  0.1300
C -28.1104 24.2434 16.0706  -0.1002
C -27.0170 23.1772 16.0462  -0.2753
O -25.9868 23.7951 15.2570  -0.1100
H -27.7236 25.1516 16.5329  0.0542
H -28.8434 23.8594 16.7801  0.0693
H -28.5523 24.5506 15.1228  0.0690
H -27.3858 22.3005 15.5136  0.1070
H -26.6763 22.8171 17.0170  0.1137
H -26.3604 24.1523 14.4480  0.0175
C -25.0027 24.5015 11.5666  -0.0584
C -26.0959 25.5332 11.8323  -0.3119
O -26.7478 25.2638 13.0393  -0.1031
H -24.1847 24.5723 12.2835  0.0771
H -24.5352 24.6147 10.5885  0.0686
H -25.3655 23.4790 11.6717  0.0810
H -26.8320 25.4937 11.0293  0.1049
H -25.7435 26.5637 11.8770  0.0929
H -27.2340 26.0442 13.3154  0.0264
C -25.9759 29.3999 8.4729  -0.0739
C -26.2275 28.2396 9.4290  -0.3118
O -24.9498 27.7676 9.8529  -0.1005
H -25.3100 30.1486 8.9020  0.0756
H -26.9479 29.7915 8.1728  0.0715
H -25.5643 28.9934 7.5491  0.0790
H -26.7054 27.3902 8.9410  0.1198
H -26.8025 28.5402 10.3048  0.0697
H -24.5794 27.1643 9.2045  0.0908
C -32.8983 29.9238 9.5609  -0.0750
C -32.3713 30.5760 8.2884  -0.3006
O -31.3993 29.7655 7.6933  -0.0703
H -33.4077 28.9766 9.3834  0.0762
H -33.4757 30.6031 10.1879  0.0790
H -32.0641 29.6588 10.2104  0.0479
H -31.8792 31.5162 8.5373  0.0942
H -33.2434 30.8729 7.7058  0.1188
H -31.0228 30.2399 6.9485  0.1115
C -34.6883 26.4412 12.3460  -0.0689
C -35.1918 27.9029 12.4192  -0.2652
O -34.8327 28.4040 13.7010  -0.1026
H -35.1263 26.0095 11.4460  0.0758
H -35.0585 25.8589 13.1898  0.0734
H -33.5993 26.4260 12.3022  0.0542
H -36.2608 27.9766 12.2196  0.1199
H -34.5875 28.4367 11.6858  0.0980
H -35.4997 28.1269 14.3333  0.1032
C -25.5541 31.9062 12.7218  -0.0451
C -26.3851 30.6150 12.4259  -0.2487
O -26.0744 29.6009 13.4094  -0.1209
H -25.6394 32.6584 11.9377  0.0850
H -24.4983 31.6400 12.7712  0.0775
H -25.7887 32.3340 13.6965  0.0743
H -26.2569 30.2484 11.4074  0.1048
H -27.4215 30.9170 12.5769  0.0867
H -25.2251 29.2519 13.1295  0.1208
C -30.4050 25.4158 9.5613  -0.0675
C -30.5687 26.9015 9.3440  -0.3710
O -30.5886 27.1718 8.0011  -0.0624
H -29.4304 25.0219 9.2730  0.0702
H -31.0858 24.7803 8.9949  0.0828
H -30.4456 25.2465 10.6373  0.0613
H -29.7624 27.5035 9.7629  0.0924
H -31.5112 27.2419 9.7730  0.0981
H -30.9583 28.0558 7.9418  0.0266



ORCA calculation (wB97M-V/def2-TZVPD) on the molecule C20H22BNO4 in a non-equilibrium geometry.

Summary:
M = 351.21 g mol⁻¹
E_HOMO = -7.7 eV
Energy relative to the best compared isomer or geometry (same formula, charge and spin) = 0.0 kJ/mol
Structure (SMILES) = Cc1ccc2c(C[C@H](NC(=O)Cc3ccccc3)B(O)O)coc2c1C
Gap between HOMO and LUMO = 8.22 eV

Each line ends with the Löwdin charge.
Atoms and positions in Å:
O -0.4121 -3.0349 -0.1639  0.0693
O -0.5878 -4.3745 2.3047  0.1792
O 0.0121 -3.3423 4.4330  0.1367
O 1.3487 2.7351 2.6632  0.0490
B -0.2627 -3.2902 3.0487  -0.5633
C -1.3078 -2.3315 0.2232  -0.4854
C 0.9307 1.6924 3.3971  -0.0589
C 0.6675 0.5949 2.6048  -0.1354
C -1.4406 -0.0817 -4.2418  -0.0991
C -1.1339 -1.4235 -4.0591  -0.0672
C -2.1141 0.6209 -3.2632  -0.0810
C 0.9028 0.3296 -0.0122  0.0066
C 1.3676 0.9708 -1.1088  -0.0398
C -1.4602 -2.0390 -2.8639  -0.0510
C -2.4770 -0.0383 -2.0930  -0.0327
C 1.4242 2.3247 1.3293  -0.1370
C 0.9645 1.0001 1.2567  -0.0808
C 1.8150 2.3022 -1.0089  -0.2229
C 1.8847 2.9774 0.1974  -0.1809
C -2.1599 -1.3815 -1.9021  -0.2303
N -1.2069 -1.6767 1.4408  0.1147
C 2.2944 2.9461 -2.2680  -0.0508
C 2.3133 4.3785 0.4037  -0.0305
C -2.5106 -2.1208 -0.6294  -0.0469
C 0.1671 -0.6892 3.1880  -0.1187
C -0.0958 -1.8348 2.3057  -0.2538
H -0.5563 -4.0981 1.3545  0.0848
H 0.0095 -4.2889 4.6471  0.1035
H 0.7005 1.7611 4.4406  0.1311
H -1.1482 0.4017 -5.1549  0.0967
H -0.6147 -1.9516 -4.8431  0.1023
H -2.3663 1.6675 -3.4300  0.1068
H 0.6110 -0.7132 -0.0272  0.0880
H 1.3268 0.5006 -2.0530  0.0976
H -1.1689 -3.0605 -2.6737  0.1171
H -3.0448 0.4620 -1.3349  0.1049
H -2.0116 -1.1898 1.8384  0.1676
H 2.0849 2.3199 -3.1470  0.0798
H 1.8620 3.9242 -2.3910  0.0758
H 3.3797 3.0217 -2.2778  0.0846
H 1.5042 5.1137 0.2072  0.1032
H 3.2030 4.5748 -0.2190  0.0884
H 2.5797 4.5630 1.4374  0.0751
H -3.2974 -1.5545 -0.1253  0.1199
H -2.9221 -3.0966 -0.8604  0.1334
H -0.7918 -0.4845 3.7492  0.1498
H 0.9214 -0.9805 3.9349  0.1368
H 0.8161 -2.1059 1.7459  0.1637